(1)
Formula: C20H23N3O6
Source: the OMol25 dataset
Level of theory: ωB97M-V/def2-TZVPD

**SMILES**: COC(=O)C1CCN(C(=O)COC(=O)CCc2nc3ccccc3c(=O)[nH]2)CC1
**Net charge**: 0
**E_HOMO**: -8.3 eV
**LUMO level**: 0.524 eV
**Gap between HOMO and LUMO**: 8.87 eV
**Relative energy (zero: lowest compared OMol25 entry of this formula, charge and spin)**: 9.99 kcal/mol

Element x y z (Å)
C (4.123, 2.280, 2.436)
O (3.738, 1.514, 1.303)
C (4.443, 1.717, 0.185)
O (5.369, 2.480, 0.115)
C (3.955, 0.851, -0.963)
C (4.249, -0.631, -0.662)
C (3.074, -1.299, 0.044)
N (1.912, -1.296, -0.825)
C (0.876, -2.126, -0.698)
O (-0.079, -2.123, -1.463)
C (0.890, -3.116, 0.478)
O (-0.446, -3.533, 0.711)
C (-1.266, -2.556, 1.126)
O (-0.877, -1.464, 1.448)
C (-2.709, -2.993, 1.095)
C (-3.332, -2.544, -0.242)
C (-3.321, -1.046, -0.346)
N (-4.282, -0.373, 0.177)
C (-4.221, 0.995, 0.114)
C (-5.263, 1.745, 0.671)
C (-5.223, 3.119, 0.631)
C (-4.149, 3.784, 0.041)
C (-3.114, 3.064, -0.512)
C (-3.139, 1.669, -0.485)
C (-2.054, 0.885, -1.066)
O (-1.050, 1.327, -1.594)
N (-2.261, -0.480, -0.981)
C (1.835, -0.216, -1.800)
C (2.452, 1.044, -1.215)
H (5.127, 2.000, 2.760)
H (4.117, 3.344, 2.192)
H (3.395, 2.061, 3.214)
H (4.532, 1.154, -1.841)
H (4.446, -1.157, -1.596)
H (5.140, -0.720, -0.039)
H (2.855, -0.762, 0.975)
H (3.342, -2.331, 0.287)
H (1.290, -2.644, 1.380)
H (1.451, -4.018, 0.228)
H (-3.246, -2.518, 1.916)
H (-2.762, -4.078, 1.178)
H (-2.771, -2.980, -1.070)
H (-4.366, -2.887, -0.274)
H (-6.086, 1.217, 1.127)
H (-6.031, 3.693, 1.063)
H (-4.132, 4.863, 0.018)
H (-2.270, 3.551, -0.977)
H (-1.508, -1.075, -1.338)
H (0.782, -0.031, -2.024)
H (2.343, -0.510, -2.725)
H (2.282, 1.875, -1.898)
H (1.939, 1.273, -0.281)

Atomic partial charges in e from the Mulliken method, atoms 1 to 2: C -0.7637; O -0.2152

(2)
Formula: C4H6N2
Source: the OMol25 dataset
Level of theory: ωB97M-V/def2-TZVPD

**SMILES**: N1[C@H]2[C@@H]1[C@H]1N[C@@H]21
**Net charge**: 0
**E_HOMO**: -8.6 eV
**LUMO level**: 1.282 eV
**Gap between HOMO and LUMO**: 9.87 eV
**Relative energy (zero: lowest compared OMol25 entry of this formula, charge and spin)**: 133.12 kcal/mol

Element x y z (Å)
N (-0.182, 1.132, 1.038)
C (0.232, 1.109, -0.319)
C (-0.996, 0.416, 0.069)
C (-0.536, -0.998, -0.312)
N (0.698, -1.466, 0.333)
C (0.795, -0.604, -0.764)
H (0.402, 0.551, 1.645)
H (0.351, 2.042, -0.898)
H (-2.018, 0.738, -0.063)
H (-1.223, -1.757, -0.672)
H (0.972, -1.113, 1.251)
H (1.505, -0.049, -1.307)

Atomic partial charges in e from the Mulliken method, atoms 1 to 2: N -0.5506; C -0.2292

(3)
Formula: C3H12N2OS
Source: the OMol25 dataset
Level of theory: ωB97M-V/def2-TZVPD

**SMILES**: NC[C@H](N)CS.O
**Net charge**: 0
**E_HOMO**: -8.5 eV
**LUMO level**: 0.860 eV
**Gap between HOMO and LUMO**: 9.37 eV
**Relative energy (zero: lowest compared OMol25 entry of this formula, charge and spin)**: 53.69 kcal/mol

Element x y z (Å)
N (-0.980, -1.549, 0.408)
C (-0.521, -0.166, 0.656)
C (0.950, 0.004, 0.084)
N (1.816, -0.745, 0.985)
C (1.506, 1.460, -0.278)
S (2.986, 1.552, -1.437)
H (-0.585, -2.417, 0.842)
H (-1.561, -1.819, -0.470)
H (-1.063, 0.476, -0.075)
H (-0.589, 0.427, 1.596)
H (0.865, -0.368, -0.976)
H (2.000, -1.726, 0.689)
H (2.073, -0.382, 1.977)
H (0.789, 2.198, -0.745)
H (1.922, 1.857, 0.635)
H (3.131, 2.948, -1.698)
O (-4.186, -0.584, -1.085)
H (-5.041, -0.714, -0.700)
H (-3.512, -0.453, -0.408)

Atomic partial charges in e from the Mulliken method, atoms 1 to 2: N -0.4909; C -0.4530

(4)
Formula: C2H5O2S
Source: the OMol25 dataset
Level of theory: ωB97M-V/def2-TZVPD

**Net charge**: -1
**E_HOMO**: -4.4 eV
**LUMO level**: 3.748 eV
**Gap between HOMO and LUMO**: 8.13 eV
**Relative energy (zero: lowest compared OMol25 entry of this formula, charge and spin)**: 25.49 kcal/mol

Element x y z (Å)
C (1.061, -0.193, 1.834)
S (-0.876, -0.329, 1.578)
H (1.489, -0.852, 1.085)
H (1.689, 0.702, 1.660)
H (1.247, -0.798, 2.731)
O (1.292, 0.232, -1.419)
C (0.245, 0.189, -2.110)
O (-0.932, 0.579, -1.854)
H (0.409, -0.187, -3.146)
H (-0.750, 0.049, 0.118)

Atomic partial charges in e from the Mulliken method, atoms 1 to 2: C -0.8363; S -0.3365

(5)
Formula: C10H19N2S
Source: the OMol25 dataset
Level of theory: ωB97M-V/def2-TZVPD

**Net charge**: +1
**E_HOMO (alpha / beta)**: -11.5 / -11.5 eV
**LUMO level (alpha / beta)**: -5.360 / -5.361 eV
**Gap between HOMO and LUMO (alpha / beta)**: 6.13 / 6.13 eV
**Relative energy (zero: lowest compared OMol25 entry of this formula, charge and spin)**: 79.33 kcal/mol

Element x y z (Å)
C (1.096, 0.473, -0.308)
C (-1.458, -1.780, 1.237)
C (0.847, -0.284, -1.510)
C (0.681, 1.743, 0.004)
C (1.231, -1.749, -1.251)
C (0.505, 0.226, -2.778)
C (0.445, 2.021, 1.484)
C (0.425, 2.970, -0.831)
C (-1.138, -4.064, 1.852)
C (-3.697, 0.738, 0.338)
N (-1.591, -0.620, 0.933)
N (-0.828, -2.798, 1.309)
S (-2.176, 0.155, -0.431)
H (1.521, -2.030, -0.264)
H (0.422, -2.429, -1.734)
H (2.096, -2.164, -1.882)
H (0.843, -0.373, -3.777)
H (-0.527, 0.070, -3.087)
H (0.714, 1.340, -2.944)
H (-0.040, 2.962, 1.465)
H (1.307, 2.020, 2.132)
H (-0.180, 1.265, 1.946)
H (1.320, 3.210, -1.433)
H (0.321, 3.889, -0.274)
H (-0.441, 2.973, -1.598)
H (-1.539, -3.821, 2.863)
H (-0.261, -4.745, 1.766)
H (-2.066, -4.517, 1.298)
H (-4.268, 1.190, -0.439)
H (-3.286, 1.421, 1.087)
H (-4.437, 0.046, 0.720)
H (1.138, -0.148, 0.567)

Atomic partial charges in e from the Mulliken method, atoms 1 to 2: C -0.6162; C 0.4190

(6)
Formula: C38H37BiN16O3PS2Se
Source: the OMol25 dataset
Level of theory: ωB97M-V/def2-TZVPD

**Net charge**: -1
**E_HOMO**: -5.4 eV
**LUMO level**: 1.679 eV
**Gap between HOMO and LUMO**: 7.07 eV
**Relative energy (zero: lowest compared OMol25 entry of this formula, charge and spin)**: 12.43 kcal/mol

Element x y z (Å)
Bi (-1.166, 0.290, -0.980)
C (3.247, -0.964, -6.918)
C (3.683, 0.145, -6.208)
C (3.069, 0.497, -5.015)
C (2.010, -0.261, -4.522)
C (1.571, -1.372, -5.244)
C (2.186, -1.717, -6.438)
P (1.068, 0.197, -3.015)
C (2.203, 1.432, -2.253)
C (3.450, 0.944, -1.844)
C (4.350, 1.758, -1.182)
C (4.011, 3.078, -0.905)
C (2.776, 3.569, -1.292)
C (1.871, 2.750, -1.962)
C (-0.222, 1.299, -3.707)
C (-0.213, 1.849, -4.985)
C (-1.259, 2.665, -5.389)
C (-2.304, 2.949, -4.520)
C (-2.325, 2.384, -3.252)
C (-1.300, 1.544, -2.843)
H (3.735, -1.242, -7.844)
H (4.502, 0.743, -6.588)
H (3.417, 1.366, -4.471)
H (0.741, -1.951, -4.864)
H (1.833, -2.577, -6.994)
H (3.698, -0.092, -2.050)
H (5.303, 1.360, -0.857)
H (4.712, 3.716, -0.382)
H (2.504, 4.594, -1.070)
H (0.909, 3.151, -2.259)
H (0.602, 1.630, -5.663)
H (-1.264, 3.074, -6.392)
H (-3.111, 3.599, -4.837)
H (-3.151, 2.592, -2.581)
N (-3.983, -1.963, -1.807)
C (-2.899, -2.028, -2.635)
N (-2.850, -2.794, -3.709)
N (-1.627, -2.589, -4.208)
N (-0.976, -1.754, -3.487)
N (-1.752, -1.362, -2.449)
C (-4.205, -0.980, -0.895)
N (-5.284, -0.955, -0.129)
N (-5.146, 0.154, 0.616)
N (-4.054, 0.754, 0.334)
N (-3.408, 0.074, -0.641)
H (-4.749, -2.580, -2.018)
O (5.817, -3.663, 5.409)
S (6.884, -2.709, 5.132)
O (7.513, -2.848, 3.831)
O (7.797, -2.479, 6.233)
C (5.886, -1.184, 4.984)
N (5.977, -0.221, 5.895)
C (5.097, 0.766, 5.802)
C (4.125, 0.820, 4.817)
C (4.135, -0.215, 3.885)
N (5.019, -1.201, 3.977)
C (3.186, -0.299, 2.748)
C (2.356, 0.759, 2.390)
C (1.508, 0.606, 1.308)
N (1.433, -0.505, 0.582)
C (2.216, -1.522, 0.940)
C (3.105, -1.471, 1.999)
H (5.168, 1.548, 6.552)
H (3.398, 1.620, 4.793)
H (2.365, 1.692, 2.936)
H (0.867, 1.427, 1.000)
H (2.116, -2.422, 0.341)
H (3.737, -2.309, 2.262)
C (-4.515, 4.357, 0.369)
N (-3.911, 3.696, 1.502)
C (-4.547, 3.391, 2.683)
C (-3.692, 2.655, 3.420)
N (-2.538, 2.512, 2.682)
C (-1.369, 1.760, 3.087)
C (-2.693, 3.123, 1.491)
Se (-1.447, 3.200, 0.126)
H (-5.198, 5.129, 0.717)
H (-5.059, 3.629, -0.235)
H (-3.728, 4.804, -0.231)
H (-5.550, 3.715, 2.893)
H (-3.802, 2.233, 4.402)
H (-1.191, 1.904, 4.151)
H (-0.513, 2.126, 2.526)
H (-1.502, 0.697, 2.877)
C (-1.373, -4.551, 3.319)
N (-2.660, -4.202, 2.779)
C (-3.859, -4.938, 3.143)
C (-4.950, -4.270, 2.291)
N (-4.270, -3.082, 1.805)
C (-2.947, -3.091, 2.069)
S (-1.871, -1.913, 1.605)
H (-1.102, -5.567, 3.022)
H (-1.380, -4.496, 4.412)
H (-0.635, -3.853, 2.933)
H (-4.057, -4.835, 4.216)
H (-3.742, -6.000, 2.920)
H (-5.830, -4.006, 2.877)
H (-5.270, -4.911, 1.465)
H (-4.706, -2.383, 1.219)

Atomic partial charges in e from the Mulliken method, atoms 1 to 2: Bi 1.5714; C -0.4716

(7)
Formula: C5H9CoO3
Source: the OMol25 dataset
Level of theory: ωB97M-V/def2-TZVPD

**Net charge**: +1
**E_HOMO (alpha / beta)**: -12.1 / -12.1 eV
**LUMO level (alpha / beta)**: -3.919 / -5.249 eV
**Gap between HOMO and LUMO (alpha / beta)**: 8.15 / 6.80 eV
**Multiplicity**: 4
**Relative energy (zero: lowest compared OMol25 entry of this formula, charge and spin)**: 0.00 kcal/mol

Element x y z (Å)
O (1.627, -1.750, 1.172)
C (1.844, -0.854, 2.115)
C (1.203, 0.333, 2.144)
O (0.157, 0.447, 1.200)
C (-0.794, 1.431, 1.362)
C (-1.552, 1.825, 0.348)
Co (0.388, -1.025, -0.083)
H (2.450, -1.145, 2.982)
H (0.088, 0.380, -2.107)
H (-0.740, 1.922, 2.335)
H (-1.333, 1.522, -0.677)
H (-2.344, 2.550, 0.532)
O (-0.098, -0.542, -1.806)
C (-0.479, -1.395, -2.895)
H (0.129, -1.117, -3.761)
H (-0.275, -2.439, -2.633)
H (-1.541, -1.255, -3.126)
H (1.272, 1.111, 2.898)

Atomic partial charges in e from the Mulliken method, atoms 1 to 2: O -0.6312; C 0.0864

(8)
Formula: C3H2S2
Source: the OMol25 dataset
Level of theory: ωB97M-V/def2-TZVPD

**Net charge**: 0
**E_HOMO (alpha / beta)**: -9.1 / -9.1 eV
**LUMO level (alpha / beta)**: -1.395 / -1.395 eV
**Gap between HOMO and LUMO (alpha / beta)**: 7.67 / 7.67 eV
**Relative energy (zero: lowest compared OMol25 entry of this formula, charge and spin)**: 62.24 kcal/mol

Element x y z (Å)
C (-0.793, -0.079, 0.035)
C (0.566, -0.058, 0.612)
C (0.307, 0.438, -0.941)
S (1.287, 1.504, 0.178)
S (1.416, -1.420, 0.060)
H (-1.293, -0.953, -0.276)
H (-1.489, 0.569, 0.332)

Atomic partial charges in e from the Mulliken method, atoms 1 to 2: C -0.4938; C 0.4480